The following is a DFT calculation (wB97M-V/def2-TZVPD) of C15H45F6K2N3O32P5S6 as an isolated structure in a non-equilibrium geometry.

Structure (XYZ):
```
114
Properties=species:S:1:pos:R:3:forces:R:3
K -2.7970 -1.1236 3.0025 0.5501 -0.1351 0.1809
K -5.3545 0.0461 -0.0055 0.3552 0.3309 -0.7042
N -2.5639 -0.3699 0.4949 1.1103 -3.2627 -3.1807
S -1.9905 -1.4743 -0.7729 -0.7971 -4.4221 0.6641
O -0.5887 -1.7665 -0.8059 -0.9183 1.2273 0.0845
O -2.8046 -1.5872 -1.9328 -0.0020 1.4013 0.2250
F -2.5265 -2.7980 0.0028 -0.2836 0.2011 0.8876
S -1.7301 0.8048 -0.1377 1.1320 7.7296 1.1063
O -2.1982 1.3675 -1.3769 -0.3209 -1.5829 0.7942
O -0.3252 0.8776 0.0986 -0.4306 -1.1339 0.1142
F -2.3030 1.8280 0.9973 -0.0686 -0.4058 -0.3613
N -0.7457 6.6624 -0.2379 -2.2804 -2.6848 -1.1748
S -1.7560 5.3561 -0.3721 -5.5710 0.7313 -2.0480
O -2.2292 4.6944 0.8190 1.7227 -0.4258 0.1281
O -1.7644 4.5799 -1.5901 0.9998 0.9277 1.1271
F -3.0728 6.2837 -0.5195 0.0350 0.4627 -0.9227
S 0.2571 5.8799 0.6171 6.7543 1.6221 3.0122
O 0.9542 4.7529 0.0210 -1.5256 0.0302 0.6098
O 0.0008 5.9469 2.0331 0.1952 -0.7012 -0.9279
F 1.4644 6.9867 0.4533 -0.4140 -0.0929 0.2115
N -3.1614 -1.4649 -7.0141 1.4533 2.4909 3.1899
S -3.1502 -0.0519 -6.0664 2.8795 -2.6914 1.6472
O -4.3790 0.6061 -5.7348 0.1703 -0.7761 -0.0867
O -1.9623 0.7181 -6.2188 -0.5013 0.3550 -0.5847
F -2.7068 -0.9771 -4.7844 -0.9662 0.9332 -0.1088
S -4.1147 -1.0644 -8.0990 -4.1816 -0.5477 -4.4218
O -4.0613 0.3051 -8.5680 0.0636 -0.7179 0.3323
O -5.4439 -1.6461 -7.9120 1.4614 0.6212 -0.6788
F -3.4629 -1.8994 -9.3401 -0.4914 0.2501 0.7108
C 1.7340 1.4714 2.2985 1.7655 -1.3635 0.1752
O 2.5687 1.9104 3.4187 -0.7359 0.6741 0.8460
P 2.2910 3.4435 3.8358 -0.1425 -0.3472 -2.4223
O 0.9061 3.6886 4.2524 0.9756 0.0914 0.1788
O 3.5159 3.7773 4.7868 -0.5274 0.3214 0.5625
C 3.9841 2.8860 5.7859 0.4502 -0.6772 0.0367
O 2.7419 4.1401 2.4350 -0.9531 -0.0722 2.2733
C 4.0993 4.2552 2.0969 0.4827 0.4847 -1.4633
H 1.2298 2.2384 1.7184 0.0489 0.1945 0.2657
H 1.0892 0.6610 2.6281 -0.4585 0.3238 0.2521
H 2.5345 0.9661 1.7552 -0.5868 0.1093 -0.8759
H 3.2582 2.1327 6.0942 -0.1308 -0.0204 -0.3743
H 4.2921 3.3712 6.7118 -0.0984 0.6284 -0.3164
H 4.8626 2.4100 5.3461 -0.0311 -0.3058 0.2774
H 4.2430 5.3068 1.8349 0.3523 -0.0283 0.3372
H 4.2888 3.7162 1.1626 -0.2066 -0.2018 0.1090
H 4.8307 3.9021 2.8241 -0.3055 0.1427 0.2996
C -5.3949 7.5980 -3.2978 0.3469 0.3545 -0.7599
O -5.6345 6.4642 -4.1312 -0.3099 -0.8521 -0.2361
P -4.4962 5.3828 -4.4937 -0.5510 0.1836 1.1575
O -3.1199 5.8928 -4.4105 -0.9204 -0.5118 -0.1348
O -4.9563 4.2139 -3.4361 -0.6674 1.0949 -0.7688
C -4.3778 2.9332 -3.4796 1.3747 -0.7605 -0.3412
O -4.9258 4.8729 -5.9311 -0.2994 0.1684 0.5862
C -5.8436 3.7968 -6.1744 0.0368 -0.4689 -0.5429
H -5.4702 8.4647 -3.9609 0.6897 0.0728 0.0532
H -4.4135 7.4463 -2.8522 -0.0744 0.6437 0.2801
H -6.1868 7.8151 -2.5794 -0.0127 -0.9469 0.2382
H -4.4044 2.4254 -2.5108 0.2131 0.7172 0.3384
H -3.3432 3.0918 -3.7986 0.1288 -0.6801 0.3172
H -4.8273 2.1839 -4.1367 -0.3421 0.6884 -0.4540
H -6.4309 3.4635 -5.3201 0.4548 0.1595 0.3648
H -5.2218 2.9975 -6.5723 -0.3160 -0.3015 0.1062
H -6.5943 4.0566 -6.9212 0.3354 0.4949 -0.1638
C -3.9019 -4.7372 6.1661 0.9328 -0.7903 -0.6150
O -3.1719 -5.7413 5.4101 -0.0768 0.3089 -0.6860
P -1.7320 -5.4556 4.7819 -1.3595 0.8960 0.4604
O -0.9825 -6.6632 4.5593 0.7739 -0.7232 -0.1036
O -2.0601 -4.5840 3.4865 -0.2715 0.3760 0.6417
C -1.5175 -4.7931 2.1865 0.2940 -1.3070 -0.8828
O -1.1680 -4.3436 5.8032 0.0417 -0.6391 -1.0078
C -0.3865 -4.7838 6.9008 1.1840 0.7009 1.3796
H -3.6982 -5.0978 7.1720 -0.7482 0.8193 0.3548
H -4.9394 -4.7342 5.8400 -0.0503 -0.3949 0.3127
H -3.4996 -3.7480 5.9561 0.1157 0.0471 0.3868
H -1.2467 -5.8283 1.9549 0.3070 -0.1216 0.9031
H -0.6162 -4.2001 2.0487 -0.2578 0.3006 -0.2133
H -2.3035 -4.6835 1.4413 0.0278 0.9793 0.1912
H -0.2380 -5.8519 7.0524 -0.4674 -0.1197 -0.5658
H -0.7749 -4.3565 7.8285 -0.4477 -0.1294 -0.1440
H 0.6106 -4.3415 6.8389 -0.0069 -0.0968 -0.3931
C 4.2707 -5.8718 -1.1894 1.4112 0.7882 1.1622
O 3.4419 -7.0288 -1.1710 -0.8628 0.5525 0.0413
P 2.3296 -7.1964 -0.0082 0.6554 -0.2164 0.5289
O 2.7971 -8.0025 1.1393 -0.5817 0.7988 -1.0425
O 1.8651 -5.7093 0.3627 -0.0956 -0.9846 -0.3757
C 1.3423 -4.8770 -0.6811 0.6161 0.8967 -0.6356
O 1.0571 -7.7191 -0.8039 -0.1383 -0.1606 0.4778
C 1.0091 -8.9719 -1.4762 1.0471 -0.8055 -0.2986
H 4.0419 -5.1148 -0.4353 -0.6236 -0.2890 0.1315
H 4.3303 -5.2905 -2.1081 -0.4192 -0.7599 -0.4928
H 5.2790 -6.1520 -0.8786 0.0678 -0.3030 -0.4421
H 0.4117 -4.4246 -0.3529 -0.0104 -0.0593 -0.0129
H 1.2349 -5.3255 -1.6697 -0.3779 -0.7203 0.3705
H 2.0818 -4.1064 -0.9090 -0.1422 0.3211 0.5241
H 1.8222 -9.6541 -1.2079 0.3598 0.4576 0.1887
H 1.1234 -8.7643 -2.5379 -0.4031 -0.1825 -0.0794
H 0.1492 -9.5920 -1.2298 -0.5485 0.7739 -0.0531
C 6.9123 2.6571 0.5127 -0.0754 -1.5493 0.1101
O 5.9186 2.1093 -0.3724 -0.4819 -1.0636 -0.0865
P 5.3903 0.5512 -0.1643 -1.3787 2.4711 -0.7689
O 6.3153 -0.5257 -0.4816 0.3322 -0.0673 0.1402
O 4.0516 0.5491 -1.0302 1.7751 -0.0164 0.0459
C 3.1440 1.6441 -1.2257 -1.1663 0.3554 1.1356
O 4.8558 0.5696 1.3536 0.4295 -0.0599 0.2638
C 5.8398 0.3719 2.3747 -0.3530 -0.0970 1.5740
H 7.6138 1.8383 0.6860 0.5229 0.3710 0.0840
H 6.4699 2.8880 1.4783 -0.0950 0.3726 -0.0722
H 7.4186 3.5095 0.0717 -0.2674 -0.0033 -0.2087
H 2.7730 1.7865 -2.2386 0.5187 -0.6731 -0.2319
H 3.5044 2.6182 -0.8964 0.3871 -0.2461 0.1359
H 2.2989 1.3593 -0.5987 -0.2424 0.4348 -0.1882
H 6.7279 -0.0974 1.9661 0.1502 0.0418 0.1948
H 5.4623 -0.1739 3.2490 -0.5280 -1.1316 -0.9322
H 6.0305 1.2401 3.0162 0.4118 0.9026 -1.2344
```
Forces are in eV/Å.

Its gap between HOMO and LUMO is 5.19 eV. The LUMO energy comes out at -1.42 eV. As for the spin multiplicity: 1. As for the net charge: -1.


The following is a DFT calculation (wB97M-V/def2-TZVPD) of one molecule with the formula C7H6 in a non-equilibrium geometry.

Structure (XYZ):
```
13
Properties=species:S:1:pos:R:3:forces:R:3
C -1.0853 2.4085 0.1916 -0.0084 -3.8330 -1.1051
C -1.0648 1.2156 -0.0752 1.9631 1.0619 1.5589
C -0.8514 -0.2181 0.0810 -1.0366 -0.8158 -1.2823
C -2.1648 -0.7756 -0.0120 -1.0690 -0.6820 0.7798
C -3.3516 -1.0056 -0.0581 1.2260 -0.0549 -0.6986
C 0.2951 -0.9341 0.0212 0.5902 1.4980 1.1808
C 1.6024 -0.1930 -0.0478 0.7396 -2.2004 0.5339
H -1.2891 3.3870 0.0385 -0.3650 2.5560 0.0404
H -4.2602 -1.2482 -0.5333 -0.6759 -0.1565 0.2976
H 0.5227 -2.0161 0.2866 -1.4433 1.3573 -0.7012
H 2.2182 -0.9842 -0.5542 0.3061 1.5294 0.0127
H 1.9736 -0.1741 0.9801 0.2245 -0.1471 0.1641
H 1.6961 0.8392 -0.3562 -0.4514 -0.1129 -0.7809
```
Forces are in eV/Å.

Its gap between HOMO and LUMO is 9.18 eV. The LUMO energy comes out at 0.32 eV. As for the spin multiplicity: 1. The relative energy (zero: lowest compared OMol25 entry of this formula, charge and spin) is 267.4 kJ/mol. As for the net charge: 0.


The following is a DFT calculation (wB97M-V/def2-TZVPD) of C5H5CuO6 as an isolated structure in a non-equilibrium geometry.

Structure (XYZ):
```
17
Properties=species:S:1:pos:R:3:forces:R:3
C 1.8148 -2.9380 0.0133 0.1439 -0.7600 0.9461
C 0.7455 -2.0038 -0.7258 -2.4320 3.3637 1.7797
O 1.1841 -1.5839 -1.8602 0.4537 0.6475 -1.5145
O 1.4755 -3.6434 0.9021 0.3235 0.6592 -0.5609
H 2.8324 -2.8845 -0.4227 -0.2536 0.0054 0.1061
H -0.1128 -2.7115 -0.7990 0.3109 0.0512 -0.0754
C -0.3357 1.2913 -0.0466 -0.4348 5.2280 -1.8997
C -0.3755 1.7955 1.3886 0.3376 -1.2668 0.6990
O -1.7382 2.1605 1.5601 0.4560 -0.1456 0.7547
C -2.4360 1.9545 0.4526 -1.3605 1.2260 -0.3074
O -1.6333 1.3314 -0.4745 0.5307 -1.7460 -0.6059
O -3.5191 2.3678 0.2062 0.8067 -0.8385 0.2826
O 0.5110 1.6439 -0.8751 0.1592 -2.8019 0.5484
H 0.2736 2.6653 1.5428 -0.1091 -0.2730 -0.3029
H -0.1030 0.9965 2.0881 -0.1111 0.2791 0.1271
Cu 1.1345 0.5117 -2.9281 -0.2480 -0.3581 1.1728
H 0.2822 -0.9533 -0.0217 1.4266 -3.2703 -1.1498
```
Forces are in eV/Å.

Its gap between HOMO and LUMO (spin up / spin down) is 9.13 / 7.04 eV. The LUMO energy (spin up / spin down) comes out at -5.47 / -7.30 eV. As for the spin multiplicity: 2. The relative energy (zero: lowest compared OMol25 entry of this formula, charge and spin) is 166.5 kJ/mol. As for the net charge: +1. The expectation value of S² is 0.758.


no.,electronic energy (Eh)
1,-9065.7816
2,-270.1343
3,-2285.0206